Formula: C21H38F6O9
Source: the Open Molecules 2025 dataset
Level of theory: ωB97M-V with the def2-TZVPD basis set

ORCA input file:
```
! wB97M-V def2-TZVPD RIJCOSX def2/J DEFGRID3
* xyz 0 1
C 3.013 1.425 2.296
C 3.804 2.604 1.743
C 2.985 3.882 1.528
C 2.022 4.252 2.661
C 0.856 5.129 2.175
O -0.425 4.718 2.612
C -0.792 3.396 2.288
C -2.268 3.239 2.630
O -3.106 3.607 1.545
C -4.400 3.065 1.634
C -4.481 1.596 1.229
O -5.807 1.291 0.851
C -6.555 0.503 1.762
C -8.018 0.956 1.764
C -0.464 3.013 0.842
O -0.868 3.971 -0.081
O -1.059 1.753 0.637
C -0.569 1.088 -0.511
H 2.832 1.567 3.362
H 3.599 0.511 2.207
H 2.062 1.284 1.787
H 4.680 2.798 2.363
H 4.198 2.320 0.767
H 3.688 4.708 1.404
H 2.452 3.797 0.579
H 2.586 4.822 3.401
H 1.660 3.368 3.179
H 0.880 5.211 1.085
H 0.977 6.139 2.561
H -0.245 2.685 2.920
H -2.448 2.214 2.950
H -2.464 3.916 3.467
H -4.807 3.204 2.643
H -5.048 3.620 0.956
H -3.798 1.414 0.399
H -4.155 0.949 2.048
H -6.485 -0.546 1.463
H -6.136 0.583 2.767
H -8.312 1.328 2.740
H -8.124 1.738 1.017
H -8.680 0.143 1.472
H 0.617 2.871 0.734
H -1.824 3.876 -0.163
H 0.522 1.142 -0.573
H -0.978 1.511 -1.430
H -0.861 0.044 -0.438
C 2.369 -2.420 -2.689
C 3.695 -2.142 -2.020
O 4.201 -0.837 -2.383
C 3.721 0.184 -1.697
O 2.919 0.147 -0.812
C 4.381 1.488 -2.195
F 4.454 1.515 -3.525
F 5.621 1.580 -1.703
F 3.687 2.544 -1.792
H 2.459 -2.313 -3.770
H 2.045 -3.436 -2.466
H 1.602 -1.728 -2.342
H 4.458 -2.839 -2.358
H 3.623 -2.211 -0.936
C -1.282 -8.014 -3.292
C -0.186 -8.360 -2.309
O 1.119 -8.187 -2.904
C 1.602 -6.958 -2.901
O 1.086 -5.974 -2.459
C 3.010 -6.950 -3.533
F 3.050 -7.677 -4.647
F 3.892 -7.456 -2.665
F 3.374 -5.707 -3.823
H -1.177 -8.603 -4.203
H -2.255 -8.225 -2.851
H -1.248 -6.959 -3.562
H -0.225 -9.410 -2.029
H -0.251 -7.759 -1.404
*
```

Results
* LUMO energy: 0.5775 eV
* Kohn-Sham gap: 9.8 eV
* SMILES: CCCCCO[C@@H](COCCOCC)[C@H](O)OC.CCOC(=O)C(F)(F)F.CCOC(=O)C(F)(F)F
* energy: -2099.29387 hartree